{
  "formula": "C13H24INO6V",
  "method": "ωB97M-V/def2-TZVPD",
  "lumo_energy_ha": 0.0183,
  "de_lowest_ev": 7.4337,
  "largest_force_ha_per_bohr": 0.128,
  "total_energy_ha": -2257.4826,
  "orbital_gap_ha": 0.1521,
  "homo_ev": -3.64,
  "charge": -1,
  "species": ["O", "V", "O", "I", "C", "C", "C", "C", "C", "C", "N", "O", "C", "C", "C", "H", "H", "H", "H", "H", "H", "H", "H", "H", "H", "H", "H", "H", "H", "H", "H", "H", "H", "C", "C", "C", "O", "C", "O", "O", "H", "H", "H", "H", "H", "H"],
  "xyz": [[15.107169, -31.568232, -19.460079], [15.707695, -32.984625, -19.051986], [17.298291, -32.940074, -19.167720], [14.829028, -35.639568, -21.883260], [12.461251, -35.212905, -14.004746], [12.793801, -33.995319, -14.854084], [12.117172, -32.758028, -14.102307], [13.002488, -32.059135, -13.039904], [14.304865, -31.692632, -13.597836], [15.083328, -32.892319, -14.245027], [14.215216, -33.701051, -15.146809], [14.872809, -34.774260, -15.863113], [15.546651, -33.799911, -13.099335], [16.278294, -32.147803, -14.924908], [12.075712, -34.142913, -16.253788], [12.909458, -36.073804, -14.500794], [11.383439, -35.237771, -13.844152], [12.853381, -35.299369, -12.991402], [11.363518, -33.183949, -13.439969], [11.477192, -32.090502, -14.679303], [13.085494, -32.766492, -12.214770], [12.572015, -31.198525, -12.527904], [14.904915, -31.299634, -12.777107], [14.144140, -30.772704, -14.159983], [16.006926, -34.604978, -13.672156], [14.787937, -34.161301, -12.405181], [16.202087, -33.307940, -12.380674], [16.057153, -31.422921, -15.708328], [16.871537, -32.954421, -15.355632], [16.961775, -31.693639, -14.207481], [12.660661, -33.659761, -17.036414], [11.098397, -33.687314, -16.413103], [11.962227, -35.138883, -16.681896], [19.562921, -32.178441, -26.486556], [18.638931, -32.363913, -25.205663], [19.469207, -32.328922, -23.904447], [18.827886, -31.323030, -23.067595], [17.807981, -30.765678, -23.831245], [16.941542, -29.888959, -23.470696], [17.842535, -31.237258, -25.087758], [19.923596, -33.183623, -26.704747], [20.471286, -31.582001, -26.401303], [18.908279, -31.748542, -27.244660], [18.135417, -33.330635, -25.201574], [20.539817, -32.154976, -24.012312], [19.534462, -33.300457, -23.414574]],
  "atomic_forces_ev_per_a": [[0.618, -1.361, 0.717], [0.851, -0.278, -1.059], [-1.863, 0.146, 0.315], [0.263, 0.796, 0.813], [0.724, -0.816, 0.117], [-0.783, 2.066, -0.371], [-0.389, -0.275, 1.337], [-1.114, -0.989, 0.038], [0.715, 0.152, 0.294], [-1.323, 1.866, 0.866], [0.919, -0.897, -1.149], [-0.926, 2.948, 0.875], [0.617, 0.110, -0.181], [0.375, -2.232, -0.307], [0.410, 0.051, -0.765], [-0.576, -0.309, -0.186], [-0.078, -0.494, -0.582], [0.421, 0.776, 0.118], [-0.372, -0.464, -0.264], [0.796, 0.264, -0.707], [0.365, -0.294, 0.048], [-0.580, 0.195, -0.447], [0.534, -0.253, 0.148], [0.235, -0.342, -1.081], [0.288, -0.436, 0.709], [-0.554, -0.212, -0.712], [0.724, 0.152, -0.438], [-0.480, -0.103, 0.129], [0.257, 0.080, -0.484], [-0.422, 0.152, 0.335], [0.427, 0.253, 0.254], [-0.251, 0.153, 0.916], [0.234, -0.414, 0.667], [-1.155, -0.994, 1.067], [3.659, 0.124, -0.293], [0.396, -0.434, 0.634], [-1.180, 0.082, -1.534], [-3.134, 3.581, 2.062], [4.737, -4.340, -1.366], [-1.378, 0.503, 0.302], [-0.188, -0.017, -0.631], [-0.360, 0.383, 0.605], [0.267, -0.356, -0.331], [-0.711, 0.405, -0.508], [-0.070, 1.044, -0.367], [-0.943, 0.029, 0.398]],
  "mulliken_charge": [-0.6793, 1.6181, -0.6529, -0.7251, -1.8748, 1.6932, -1.2950, -0.8461, -1.3238, 1.5118, 0.5010, -0.7134, -1.7710, -1.7741, -1.5389, 0.4515, 0.4784, 0.2837, 0.3916, 0.4588, 0.2938, 0.4437, 0.4718, 0.3733, 0.4077, 0.3131, 0.4399, 0.3187, 0.4277, 0.3557, 0.2769, 0.3456, 0.3469, -1.2610, 0.4480, -0.4609, -0.3240, 0.6098, -0.5860, -0.3453, 0.3636, 0.3493, 0.3254, 0.3215, 0.2559, 0.2952]
}